Version P
Density functional theory data (ωB97M-V/def2-TZVPD) for 6 unconnected molecules or ions with the total composition C24H48O18.

HOMO level, eV: -10.33
SMILES: CCOC(=O)OC.CCOC(=O)OC.CCOC(=O)OC.CCOC(=O)OC.CCOC(=O)OC.CCOC(=O)OC
Orbital gap, eV: 10.6969
Molecular weight, u: 624.63

The geometry in XYZ format:
```
90
Properties=species:S:1:pos:R:3:mulliken_charge:R:1
C -3.58 -13.16 -27.04 -1.175
C -4.72 -14.22 -27.13 -0.240
O -5.75 -13.52 -27.82 -0.230
C -6.80 -14.19 -28.22 0.690
O -7.11 -15.32 -27.98 -0.552
O -7.61 -13.24 -28.74 -0.296
C -8.87 -13.60 -29.37 -0.672
H -3.14 -12.92 -28.01 0.306
H -2.72 -13.57 -26.50 0.398
H -3.85 -12.25 -26.49 0.301
H -5.00 -14.52 -26.13 0.287
H -4.43 -15.13 -27.65 0.327
H -8.63 -14.25 -30.21 0.297
H -9.50 -12.79 -29.75 0.248
H -9.36 -14.33 -28.73 0.309
C -5.60 -11.75 -33.79 -0.941
C -5.31 -11.38 -35.26 -0.303
O -6.28 -11.75 -36.24 -0.300
C -7.48 -11.33 -36.28 0.814
O -8.10 -10.56 -35.46 -0.639
O -8.00 -11.96 -37.34 -0.307
C -9.37 -11.73 -37.77 -0.663
H -5.56 -12.84 -33.76 0.263
H -6.60 -11.33 -33.73 0.290
H -4.90 -11.36 -33.05 0.353
H -4.43 -11.93 -35.58 0.252
H -5.04 -10.33 -35.37 0.341
H -9.40 -11.28 -38.76 0.264
H -9.98 -11.06 -37.16 0.328
H -9.92 -12.67 -37.76 0.250
C 2.15 -23.72 -18.06 -1.214
C 2.20 -23.08 -19.40 -0.170
O 1.06 -22.24 -19.66 -0.259
C 0.96 -21.62 -20.82 0.757
O 1.87 -21.50 -21.64 -0.580
O -0.25 -20.96 -20.85 -0.306
C -0.59 -20.07 -21.80 -0.616
H 1.30 -24.40 -18.14 0.307
H 1.92 -23.09 -17.21 0.287
H 2.96 -24.38 -17.73 0.375
H 2.29 -23.63 -20.33 0.353
H 3.09 -22.45 -19.40 0.273
H -0.46 -19.08 -21.36 0.240
H -1.65 -20.24 -21.96 0.210
H -0.04 -20.27 -22.72 0.341
C -16.67 -15.83 -35.20 -1.097
C -15.75 -15.93 -36.41 -0.219
O -14.61 -16.60 -35.94 -0.314
C -13.85 -17.33 -36.71 0.805
O -13.97 -17.27 -37.94 -0.608
O -13.14 -18.25 -36.09 -0.339
C -13.51 -18.80 -34.82 -0.508
H -16.16 -15.28 -34.41 0.279
H -16.92 -16.81 -34.79 0.285
H -17.69 -15.49 -35.39 0.389
H -15.55 -14.96 -36.86 0.286
H -16.17 -16.59 -37.17 0.304
H -14.58 -18.65 -34.65 0.223
H -12.91 -18.19 -34.13 0.264
H -13.36 -19.87 -34.73 0.251
C -19.81 -8.42 -31.60 -1.158
C -18.86 -9.35 -32.32 -0.174
O -17.61 -9.02 -31.75 -0.276
C -16.60 -8.75 -32.53 0.802
O -16.57 -8.60 -33.75 -0.603
O -15.59 -8.59 -31.69 -0.331
C -14.27 -8.26 -32.25 -0.657
H -20.86 -8.45 -31.89 0.380
H -19.58 -7.37 -31.79 0.311
H -19.72 -8.49 -30.52 0.292
H -18.79 -9.25 -33.40 0.338
H -19.08 -10.40 -32.10 0.238
H -13.49 -8.36 -31.49 0.231
H -14.34 -7.21 -32.55 0.298
H -14.04 -8.75 -33.19 0.309
C -8.16 -6.26 -28.21 -1.103
C -8.13 -4.75 -28.50 -0.236
O -7.05 -4.37 -29.34 -0.263
C -7.44 -3.39 -30.30 0.715
O -8.55 -2.85 -30.47 -0.555
O -6.24 -3.13 -31.02 -0.298
C -6.33 -2.32 -32.22 -0.687
H -7.28 -6.44 -27.60 0.277
H -8.19 -6.95 -29.05 0.311
H -9.06 -6.38 -27.60 0.349
H -8.20 -4.20 -27.56 0.300
H -9.14 -4.53 -28.85 0.311
H -6.65 -2.96 -33.04 0.311
H -5.29 -2.19 -32.50 0.262
H -7.02 -1.48 -32.25 0.306
```

***

Version Q
Density functional theory data (ωB97M-V/def2-TZVPD) for 6 unconnected molecules or ions with the total composition C24H48O18.

HOMO level, eV: -10.82
SMILES: CCOC(=O)OC.CCOC(=O)OC.CCOC(=O)OC.CCOC(=O)OC.CCOC(=O)OC.CCOC(=O)OC
Orbital gap, eV: 11.4026
Molecular weight, u: 624.63

The geometry in XYZ format:
```
90
Properties=species:S:1:pos:R:3:mulliken_charge:R:1
C 2.95 -1.29 -22.22 -0.992
C 3.34 -0.12 -21.34 0.180
O 4.64 0.25 -21.79 -0.166
C 5.34 1.10 -21.03 0.671
O 5.10 1.37 -19.89 -0.661
O 6.30 1.60 -21.80 -0.094
C 7.20 2.52 -21.22 -0.516
H 1.96 -1.65 -21.94 0.186
H 3.71 -2.07 -22.21 0.316
H 2.88 -0.84 -23.21 0.063
H 3.36 -0.44 -20.29 -0.080
H 2.64 0.70 -21.41 0.405
H 6.77 3.16 -20.45 0.047
H 7.60 3.15 -22.01 0.174
H 8.04 2.00 -20.76 0.344
C 7.10 2.64 -17.25 -1.289
C 5.84 2.09 -16.62 0.392
O 6.20 0.97 -15.81 -0.335
C 5.42 0.72 -14.77 0.900
O 4.56 1.44 -14.33 -0.591
O 5.79 -0.45 -14.26 -0.372
C 5.04 -0.93 -13.17 -0.682
H 7.02 3.62 -17.70 0.355
H 7.50 1.91 -17.96 0.205
H 7.90 2.68 -16.51 0.400
H 5.13 1.80 -17.39 -0.133
H 5.34 2.83 -16.00 0.359
H 5.07 -2.02 -13.23 0.255
H 3.99 -0.64 -13.21 0.309
H 5.48 -0.63 -12.22 0.291
C 1.74 2.25 -25.09 -1.268
C 3.21 2.57 -25.17 -0.165
O 3.83 2.74 -23.89 -0.110
C 3.73 3.94 -23.34 0.516
O 3.14 4.88 -23.80 -0.595
O 4.38 3.92 -22.18 -0.052
C 4.22 5.02 -21.30 -0.804
H 1.52 1.37 -24.49 0.195
H 1.39 2.07 -26.10 0.404
H 1.15 3.08 -24.69 0.395
H 3.39 3.45 -25.78 0.455
H 3.71 1.73 -25.65 0.157
H 5.02 4.96 -20.57 0.183
H 3.24 5.01 -20.82 0.289
H 4.28 5.96 -21.86 0.371
C 6.36 0.15 -25.09 -0.674
C 5.33 -0.96 -25.23 0.184
O 4.58 -0.80 -26.42 -0.191
C 4.76 -1.64 -27.43 0.661
O 5.64 -2.45 -27.54 -0.577
O 3.80 -1.41 -28.33 -0.351
C 3.95 -2.13 -29.54 -0.679
H 7.00 0.22 -25.97 0.442
H 6.94 0.05 -24.17 0.188
H 5.85 1.12 -25.03 -0.046
H 4.65 -0.88 -24.38 -0.350
H 5.83 -1.93 -25.20 0.547
H 3.29 -1.68 -30.29 0.236
H 3.69 -3.18 -29.40 0.287
H 4.97 -2.09 -29.92 0.311
C 2.35 0.50 -16.24 -1.207
C 2.94 -0.12 -17.50 0.181
O 2.24 -1.33 -17.84 -0.439
C 1.24 -1.23 -18.71 0.759
O 0.87 -0.23 -19.27 -0.553
O 0.72 -2.45 -18.88 -0.374
C -0.34 -2.53 -19.81 -0.645
H 2.89 1.41 -16.00 0.262
H 2.39 -0.24 -15.44 0.214
H 1.30 0.69 -16.42 0.486
H 3.99 -0.41 -17.38 0.417
H 2.90 0.57 -18.34 0.136
H -0.15 -1.95 -20.71 0.278
H -1.28 -2.24 -19.34 0.288
H -0.47 -3.58 -20.07 0.244
C 12.11 -0.27 -22.69 -1.173
C 10.63 -0.01 -22.47 -0.217
O 10.24 1.23 -23.08 -0.294
C 10.48 2.32 -22.36 0.870
O 10.79 2.36 -21.20 -0.575
O 10.27 3.38 -23.14 -0.333
C 10.59 4.65 -22.54 -0.667
H 12.73 0.60 -22.49 0.313
H 12.27 -0.53 -23.74 0.304
H 12.48 -1.10 -22.09 0.358
H 10.39 0.04 -21.41 0.313
H 10.03 -0.77 -22.95 0.345
H 11.58 4.63 -22.11 0.311
H 9.87 4.94 -21.77 0.247
H 10.54 5.35 -23.37 0.249
```

***

Ordering by calculated energy gives the sequence version Q, version P, with the first entry being the most stable.

***

Version P
Density functional theory data (ωB97M-V/def2-TZVPD) for 2 unconnected molecules or ions with the total composition H3O2.

HOMO level, eV: -2.97
Net charge: -1
Orbital gap, eV: 8.2863
Molecular weight, u: 35.02

The geometry in XYZ format:
```
5
Properties=species:S:1:pos:R:3:nbo_charge:R:1
O -0.50 0.43 0.99 -1.075
H -1.51 0.29 0.92 0.435
O 0.59 -0.56 -1.18 -1.271
H 1.43 -0.24 -0.83 0.395
H -0.01 0.09 0.10 0.516
```

***

Version Q
Density functional theory data (ωB97M-V/def2-TZVPD) for 2 unconnected molecules or ions with the total composition H3O2.

HOMO level, eV: -3.30
Net charge: -1
Orbital gap, eV: 8.8394
Molecular weight, u: 35.02

The geometry in XYZ format:
```
5
Properties=species:S:1:pos:R:3:nbo_charge:R:1
O -0.77 -0.97 -0.34 -1.221
H -0.10 -1.65 -0.38 0.404
O 0.11 1.20 0.52 -1.094
H 1.01 1.20 0.15 0.415
H -0.24 0.22 0.06 0.496
```

***

Ordering by calculated energy gives the sequence version Q, version P, with the first entry being the most stable.